Record 1
13
Properties=species:S:1:pos:R:3:forces:R:3 method="wB97M-V/def2-TZVPD" spin_multiplicity=1 fmax_ev_per_a=2.0 e_above_lowest_ev=1.955 homo_ev=-8.4
C 0.520414 0.517837 1.174608 -0.852 -0.555 0.329
C -0.561532 0.467960 -1.865865 -1.811 0.075 0.872
H 0.168713 -1.687020 3.713507 -0.115 -0.266 0.463
H 0.411610 1.581575 1.109681 0.147 0.564 -0.226
H 0.338585 -1.122916 -0.064108 0.457 1.394 0.081
H 1.459189 0.784309 -1.636787 0.038 0.028 -0.206
H -0.644421 1.168778 -2.694162 0.200 -0.376 -0.453
H -2.351995 -0.187212 -1.959248 0.408 0.171 0.366
N 0.352342 -0.000699 2.321636 0.451 -0.579 -0.013
N 0.730598 -0.146912 -0.009034 0.165 -1.755 -0.021
N 0.595227 0.567949 -1.175620 0.889 0.379 0.339
N -1.522867 -0.210521 -1.353070 0.047 0.042 -1.147
S 0.504136 -1.733127 2.438461 -0.025 0.878 -0.386

Record 2
24
Properties=species:S:1:pos:R:3:forces:R:3 method="wB97M-V/def2-TZVPD" spin_multiplicity=1 charge=-2 fmax_ev_per_a=5.4 e_above_lowest_ev=0.000 homo_ev=1.7
O 0.088846 0.049702 -0.889217 2.002 0.101 -3.515
H -0.542935 0.338792 -0.226735 -3.485 1.904 3.123
H 0.956904 -0.115903 -0.514194 0.497 -0.443 0.805
H -0.270050 -0.660778 -1.425889 -0.176 -0.887 0.083
P -0.836441 0.954571 1.929071 -3.704 2.365 3.080
O -0.347004 2.345052 2.442222 0.364 -1.366 -1.005
O -1.947017 0.358838 2.782386 0.484 -0.966 1.954
O 0.318918 -0.045504 1.689564 1.336 -0.630 -0.902
O -1.728269 1.108970 0.635732 2.054 -0.154 -3.593
O -1.154876 -1.840578 -2.385106 0.215 -0.030 -0.499
H -1.506187 -2.730920 -2.375462 -0.040 -0.177 0.476
H -1.623791 -1.405252 -3.097034 -0.172 0.279 -0.120
O -0.474758 -2.371169 0.897896 -0.816 -2.735 -1.292
H 0.337941 -2.777598 0.596970 0.169 0.026 0.229
H -0.209193 -1.506243 1.210323 0.540 2.394 1.211
O 2.103238 1.759120 0.998868 2.235 0.831 -1.400
H 1.496155 2.484848 0.853946 -0.620 0.150 0.465
H 1.542346 1.020967 1.237134 -1.157 -0.978 1.018
O 2.217448 -1.635200 -0.388620 0.143 -0.006 -0.145
H 3.145445 -1.506983 -0.585108 0.290 0.243 0.094
H 2.020494 -2.510908 -0.721147 -0.184 -0.212 -0.101
O -1.127445 3.240075 -0.717978 0.614 2.350 -1.587
H -1.400921 2.423517 -0.300014 -0.629 -1.998 1.836
H -1.058849 3.022583 -1.647609 0.041 -0.058 -0.215

Record 3
65
Properties=species:S:1:pos:R:3:forces:R:3 method="wB97M-V/def2-TZVPD" spin_multiplicity=1 charge=+1 fmax_ev_per_a=1.8 e_above_lowest_ev=0.047 homo_ev=-12.5
C -5.907920 -1.627235 0.083730 -0.111 -0.059 0.004
C -5.817431 -0.109655 0.076202 0.182 0.076 -0.005
C -4.379193 0.363418 0.259653 0.100 -0.008 0.147
C -4.219680 1.877847 0.243250 0.186 0.086 0.008
C -2.772202 2.368234 0.459984 -0.162 0.040 0.151
C -1.795408 1.921943 -0.640499 0.071 -0.081 -0.458
Si -0.002086 2.376923 -0.373759 -0.036 0.401 0.252
C 0.615988 1.761968 1.273110 0.178 -0.115 -0.383
C 0.494935 0.242510 1.362334 -0.068 -0.024 0.421
C 0.949891 -0.292702 2.717450 -0.060 0.042 -0.217
C 0.852829 -1.805622 2.770869 -0.030 0.039 0.048
C 1.316971 -2.371055 4.100146 -0.030 -0.003 -0.056
C 1.261308 -3.887541 4.155364 0.035 -0.066 0.136
H 0.864873 1.811629 -1.522171 -0.468 0.304 0.483
H -6.934770 -1.963217 -0.065496 0.037 -0.040 0.010
H -5.293865 -2.059185 -0.711525 -0.032 0.007 0.029
H -5.556209 -2.032663 1.035943 -0.016 -0.003 -0.048
H -6.212149 0.286266 -0.863823 -0.020 0.003 0.002
H -6.435890 0.306111 0.876349 -0.024 0.000 -0.024
H -4.003763 -0.027857 1.214682 0.028 0.014 -0.039
H -3.755690 -0.086559 -0.521135 -0.054 -0.017 -0.005
H -4.580163 2.263231 -0.718891 -0.012 0.028 0.094
H -4.861353 2.309508 1.025246 0.138 -0.024 -0.183
H -2.792251 3.465664 0.497759 0.095 -0.159 0.004
H -2.424009 2.041165 1.453019 -0.058 -0.037 -0.230
H -1.844558 0.835863 -0.812806 -0.086 0.211 0.039
H -2.072325 2.407631 -1.589843 -0.129 -0.222 0.099
H 0.133841 3.853122 -0.326795 0.097 0.015 -0.360
H 1.661399 2.076083 1.422526 -0.242 -0.053 0.070
H 0.010671 2.257457 2.048766 0.189 -0.142 -0.126
H -0.544124 -0.079915 1.188772 0.143 0.128 0.022
H 1.080712 -0.242369 0.564531 0.006 0.090 0.070
H 1.979671 0.038975 2.911116 -0.087 -0.091 -0.024
H 0.332108 0.155583 3.508288 0.068 -0.066 -0.120
H -0.187765 -2.098434 2.585684 0.036 -0.050 0.005
H 1.441205 -2.232051 1.948841 0.027 -0.057 0.041
H 2.337447 -2.025584 4.289304 0.010 -0.025 0.056
H 0.690516 -1.946372 4.890019 0.054 -0.021 0.052
H 1.608702 -4.242196 5.126017 -0.019 -0.097 -0.029
H 0.241535 -4.252329 4.010429 0.043 0.011 -0.014
H 1.895330 -4.337724 3.387554 -0.032 0.018 0.012
F 5.293449 0.780068 0.940349 -0.609 0.568 -1.407
C 4.905089 1.286297 -0.281849 0.295 -0.698 0.911
C 5.648422 2.339947 -0.809649 -0.542 -0.105 -0.637
C 5.262095 2.831564 -2.068607 0.386 -0.134 0.097
C 4.198941 2.273346 -2.755729 -0.850 -0.204 0.054
C 3.418647 1.213013 -2.195107 0.480 0.515 0.744
C 2.238377 0.798890 -2.893225 0.806 -0.707 -0.747
C 1.573807 -0.461103 -2.912515 -0.451 -0.631 -0.076
C 0.572103 -0.671523 -3.915428 0.206 0.571 0.473
C -0.267897 -1.769931 -3.878280 -0.021 -0.286 -0.211
C -0.183174 -2.710132 -2.838198 0.205 0.667 -0.359
C 0.823397 -2.524534 -1.894912 0.461 -0.587 1.149
F 0.865168 -3.397656 -0.826800 0.238 0.975 -1.442
C 1.780412 -1.514280 -1.971000 -0.700 -0.146 -0.044
C 3.813780 0.711155 -0.922142 0.221 0.252 0.008
H 6.500258 2.754359 -0.273693 -0.275 -0.121 -0.032
H 5.820775 3.653795 -2.517563 -0.157 -0.277 0.135
H 3.916273 2.638177 -3.747233 0.153 0.037 0.391
H 1.903663 1.495793 -3.672918 0.127 -0.253 0.275
H 0.491811 0.073902 -4.711758 -0.183 -0.254 0.305
H -1.000261 -1.910362 -4.675000 0.196 0.044 0.306
H -0.856190 -3.567466 -2.790923 0.224 0.285 0.128
H 2.646919 -1.555841 -1.322596 -0.352 0.022 0.076
H 3.257010 -0.068345 -0.405418 0.193 0.414 -0.026

Record 4
23
Properties=species:S:1:pos:R:3:forces:R:3 method="wB97M-V/def2-TZVPD" smiles=Cc1ccccc1.CC spin_multiplicity=1 fmax_ev_per_a=1.7 e_above_lowest_ev=0.643 homo_ev=-8.9
C -1.348189 1.769389 0.774866 0.648 -0.238 1.022
C -0.968061 -0.226868 2.307389 -0.427 -0.296 -0.283
C -0.447084 0.827378 1.560938 0.325 -0.297 -0.506
C -0.226252 -1.364458 2.587050 0.240 0.981 0.387
C 0.939714 0.853999 1.380465 -0.803 -0.011 0.152
C 1.133656 -1.393995 2.252729 -1.013 -0.099 1.375
C 1.705731 -0.233379 1.775386 0.569 -0.102 -0.503
H -1.999518 -0.198573 2.648523 -0.056 0.019 -0.304
H -0.714222 -2.095682 3.213948 0.228 -0.485 -0.219
H -2.269806 1.234774 0.562141 -0.159 0.290 -0.115
H -0.826462 2.015751 -0.143903 -0.178 0.149 -0.192
H 1.356180 1.751783 0.937905 0.299 -0.225 -0.148
H 1.697887 -2.233512 2.641826 0.317 0.053 -0.489
H 2.774676 -0.218772 1.650680 0.270 0.155 -0.086
H -1.533587 2.682571 1.339734 -0.258 0.101 -0.132
C 0.276023 -0.418729 -2.460229 -0.039 -0.829 0.882
C -0.116417 -0.313665 -3.914933 0.674 -0.252 -0.811
H 1.265091 -0.058494 -2.204870 0.086 0.536 -0.118
H -0.451388 -0.013313 -1.760634 -0.055 0.496 -0.125
H 0.312110 -1.459189 -2.125891 0.057 -0.171 -0.318
H -0.700716 0.553020 -4.182267 -0.523 0.184 0.230
H 0.739004 -0.231299 -4.592039 0.271 -0.069 0.293
H -0.598367 -1.228738 -4.248814 -0.472 0.112 0.007

Record 5
105
Properties=species:S:1:pos:R:3:forces:R:3 method="wB97M-V/def2-TZVPD" spin_multiplicity=1 charge=-1 fmax_ev_per_a=2.1 homo_ev=-4.7
C 0.344239 -1.250482 -1.069321 -0.617 0.827 0.344
C -0.281640 -0.222606 -2.035619 -0.585 -0.815 -0.624
C 0.586803 0.078389 -3.275618 0.313 0.057 1.403
C 1.955948 0.711581 -2.877609 -0.162 0.511 -0.460
C 2.037158 2.216565 -3.303774 -1.302 -1.137 -1.220
N 1.833015 2.208118 -4.772028 0.025 0.291 -0.001
C 0.815069 2.891563 -2.570664 -0.350 0.972 0.673
O -0.004756 3.599866 -3.189091 0.461 -0.666 -0.441
O 0.799939 2.652103 -1.336170 0.377 -0.099 0.140
N 3.336025 2.832042 -3.033170 -0.029 -0.864 -0.192
C 4.262503 2.160744 -2.156449 0.615 0.119 1.080
C 3.884307 2.066574 -0.674093 0.271 0.324 0.556
N 4.464342 2.813575 0.183366 -0.135 -0.322 -0.241
C 3.425313 4.237811 -3.086743 -0.291 1.526 0.702
F 2.613912 4.771843 -4.029368 -0.117 -0.666 -0.250
F 4.704485 4.623965 -3.501073 0.101 -0.446 0.064
C 3.161225 4.997747 -1.777736 0.414 0.564 -0.081
C 2.915076 6.509698 -1.951844 -0.004 0.269 1.255
Si 2.160372 7.129989 -0.310485 -0.074 -0.587 -0.322
C 2.806352 6.082020 1.132355 -0.256 0.039 -0.062
C 2.475086 8.976958 -0.028937 -0.435 -0.347 0.480
C 0.300874 6.774642 -0.468688 0.840 0.392 0.368
C -0.453211 6.172545 0.525047 0.491 0.050 0.144
C -1.785734 5.922722 0.308678 -0.852 -0.809 1.158
C -2.405792 6.239437 -0.865863 -0.523 0.378 -1.060
C -1.673168 6.852986 -1.864890 -0.235 0.030 -0.238
C -0.344798 7.110887 -1.644094 0.470 0.535 -0.745
H 1.012799 -1.948819 -1.580490 0.039 0.099 0.157
H -0.455485 -1.813774 -0.570943 0.174 -0.079 -0.115
H 0.841921 -0.699999 -0.263598 0.393 -0.378 -0.163
H -1.209341 -0.671715 -2.429750 0.112 0.092 0.048
H -0.596234 0.688283 -1.520750 0.367 -0.018 -0.010
H -0.008060 0.730826 -3.914211 0.258 -0.213 -0.294
H 0.804520 -0.897528 -3.726689 -0.278 0.254 -0.392
H 2.033314 0.581469 -1.799878 0.440 0.057 -0.171
H 2.758207 0.202414 -3.431153 -0.008 -0.100 0.362
H 0.852144 2.347209 -4.986353 0.046 0.341 0.174
H 2.089018 1.301579 -5.147680 0.100 0.066 0.015
H 5.217926 2.697976 -2.160674 -0.226 0.107 -0.085
H 4.527637 1.146403 -2.478883 -0.409 0.149 -0.306
H 3.158549 1.341168 -0.293676 -0.123 0.043 -0.628
H 4.079952 2.584900 1.102186 0.152 0.149 0.029
H 4.081028 4.898105 -1.193090 -0.254 -0.234 0.100
H 2.342029 4.557809 -1.200045 0.063 -0.355 -0.402
H 3.858016 7.055442 -2.081266 -0.162 -0.104 -0.457
H 2.179742 6.761364 -2.717337 0.339 -0.144 -0.228
H 2.622917 6.549635 2.107425 0.220 0.045 -0.134
H 3.865435 5.835780 1.004873 -0.080 0.138 0.182
H 2.262533 5.128777 1.148733 0.117 0.095 -0.139
H 1.791506 9.560239 -0.654152 0.323 0.058 -0.088
H 3.519709 9.272562 -0.153099 -0.147 0.021 -0.186
H 2.192606 9.188714 1.012559 0.070 0.051 -0.148
H 0.012584 5.882982 1.461955 -0.089 -0.026 -0.039
H -2.375520 5.421474 1.073544 0.143 0.064 0.024
H -3.453129 6.030828 -1.060493 0.064 -0.135 0.281
H -2.102770 7.116739 -2.825685 -0.123 -0.091 0.133
H 0.208098 7.598590 -2.445094 0.019 -0.101 0.074
C 0.783081 -3.877413 1.967752 0.006 0.040 -0.110
O 1.076949 -2.537102 2.326142 -0.001 -0.198 0.216
C 0.189976 -2.026783 3.307281 0.231 0.280 -0.178
C 0.774444 -2.116206 4.703976 -0.331 -0.137 0.104
O 0.986502 -3.463098 5.107692 0.162 0.020 -0.138
C 2.322608 -3.889662 4.904627 -0.021 -0.020 0.140
H 1.669117 -4.304004 1.497086 0.005 0.095 -0.059
H 0.521436 -4.488046 2.833587 -0.045 0.017 -0.006
H -0.043349 -3.896452 1.249287 -0.020 -0.087 0.009
H -0.776409 -2.538678 3.254845 0.017 -0.049 0.075
H 0.022626 -0.971917 3.068828 -0.034 -0.003 0.015
H 0.058652 -1.681004 5.408070 0.019 0.028 -0.003
H 1.704500 -1.543848 4.774462 0.013 -0.009 -0.079
H 2.955975 -3.543148 5.729023 0.069 -0.004 -0.044
H 2.731378 -3.528231 3.959615 -0.038 0.022 -0.012
H 2.328534 -4.979179 4.891804 -0.016 0.006 0.055
C -5.116836 -3.471608 -0.216277 -0.074 0.011 0.079
O -6.044858 -2.511597 -0.691769 0.169 -0.066 -0.112
C -5.427170 -1.293973 -1.091479 -0.315 0.011 -0.003
C -5.194909 -1.232286 -2.588511 0.350 0.127 0.009
O -4.282862 -2.227031 -3.028693 -0.193 -0.149 0.120
C -4.922301 -3.380610 -3.542458 0.102 0.054 -0.102
H -5.594706 -4.450330 -0.260899 -0.052 0.033 0.033
H -4.208523 -3.499403 -0.821409 -0.005 0.036 -0.008
H -4.850777 -3.254601 0.823846 0.075 -0.036 -0.002
H -4.490113 -1.142958 -0.547419 0.046 -0.017 -0.072
H -6.109375 -0.485111 -0.813642 0.034 0.023 0.001
H -4.747883 -0.263120 -2.827266 -0.026 0.009 0.004
H -6.140726 -1.309976 -3.134878 -0.039 -0.043 0.064
H -5.230974 -3.207565 -4.579628 -0.061 -0.061 0.001
H -5.793691 -3.668521 -2.950644 -0.006 0.031 0.024
H -4.202140 -4.198350 -3.522259 0.038 0.042 -0.036
C -0.244992 -6.905431 4.634339 -0.013 0.131 0.011
O -0.838086 -6.723412 3.357644 -0.027 -0.263 0.143
C -0.610973 -7.817279 2.483058 -0.155 0.310 -0.157
C -1.783184 -8.779627 2.452947 0.181 -0.280 0.063
O -1.999647 -9.402161 3.710869 -0.004 0.217 0.019
C -3.006810 -8.765930 4.479987 -0.046 -0.127 0.005
H -0.731647 -6.224160 5.330684 0.051 0.087 -0.067
H -0.366824 -7.926178 5.002751 -0.006 -0.021 -0.064
H 0.820956 -6.661182 4.588565 0.018 -0.043 0.061
H 0.314019 -8.337710 2.751236 -0.042 -0.064 0.035
H -0.481020 -7.400322 1.479272 0.020 -0.040 -0.013
H -1.557073 -9.577357 1.738806 -0.016 0.028 -0.033
H -2.692433 -8.273252 2.114119 0.028 0.072 0.019
H -3.996875 -9.095593 4.146642 -0.035 0.067 0.025
H -2.948843 -7.678055 4.416322 0.032 0.003 -0.033
H -2.869337 -9.061248 5.519664 0.001 -0.058 -0.025